No. 1
C12H22FN2O11S2 | ωB97M-V with the def2-TZVPD basis set

Calculated values
HOMO in eV: -6.79
Strongest force on any atom in Eh/bohr: 0.0959
Kohn-Sham gap in eV: 8.94
Molar mass in u: 453.44
LUMO energy in eV: 2.1

ORCA input file:
```
! RIJCOSX wB97M-V def2-TZVPD def2/J DEFGRID3
* xyz -1 1
C 0.962 -0.650 4.586
C -0.183 0.447 4.522
C -1.496 -0.291 4.111
F -1.833 -1.151 5.146
S -2.790 0.948 3.725
O -2.760 1.966 4.758
O -2.348 1.568 2.471
N -4.285 0.294 3.411
S -4.957 -0.445 4.709
O -4.541 0.028 6.005
O -6.395 -0.328 4.595
O -4.673 -2.150 4.688
C -4.022 -2.501 3.588
N -3.287 -2.571 2.732
H 1.943 -0.261 4.254
H 1.006 -1.008 5.636
H 0.690 -1.500 3.926
H 0.106 1.211 3.772
H -0.286 0.891 5.530
H -1.250 -0.830 3.171
C -2.432 -1.595 -3.113
C -1.306 -0.686 -3.562
O -1.446 0.629 -3.014
C -1.103 0.754 -1.721
O -0.685 -0.127 -1.013
O -1.324 2.012 -1.354
C -1.095 2.265 0.044
H -3.400 -1.147 -3.344
H -2.363 -2.566 -3.606
H -2.404 -1.756 -2.035
H -1.341 -0.571 -4.646
H -0.328 -1.104 -3.313
H -0.098 1.942 0.345
H -1.856 1.768 0.650
H -1.174 3.339 0.201
C 2.332 1.640 -3.716
C 2.577 0.419 -2.852
O 3.387 -0.550 -3.538
C 4.689 -0.272 -3.604
O 5.236 0.694 -3.138
O 5.286 -1.247 -4.302
C 6.676 -1.024 -4.533
H 1.911 1.348 -4.680
H 1.646 2.329 -3.221
H 3.262 2.172 -3.922
H 1.627 -0.068 -2.639
H 3.027 0.686 -1.894
H 7.207 -0.831 -3.602
H 6.809 -0.194 -5.228
H 7.082 -1.927 -4.985
*
```

No. 2
C38H28Br2N11O2Pt | ωB97M-V with the def2-TZVPD basis set

Calculated values
HOMO in eV: -14.17
Strongest force on any atom in Eh/bohr: 0.0628
Kohn-Sham gap in eV: 2.16
Molar mass in u: 1025.60
LUMO energy in eV: -12.0

ORCA input file:
```
! RIJCOSX wB97M-V def2-TZVPD def2/J DEFGRID3
* xyz 3 1
Pt -0.248 -0.064 -0.004
N -0.007 -2.162 1.261
C 1.007 -2.023 2.274
C 1.073 -2.808 3.385
C 2.167 -2.694 4.278
C 3.180 -1.821 4.022
C 3.105 -0.952 2.904
C 4.086 0.023 2.611
C 3.911 0.864 1.551
C 2.737 0.763 0.788
N 1.808 -0.139 1.031
C 1.988 -1.026 2.052
H 0.377 -2.675 0.474
H -0.804 -2.685 1.605
H 0.311 -3.558 3.566
H 2.208 -3.338 5.146
H 4.048 -1.775 4.667
H 4.965 0.096 3.239
H 4.645 1.619 1.302
H 2.555 1.439 -0.038
C -1.611 1.257 5.232
N -1.175 1.305 3.823
C -1.342 0.416 2.860
N -0.746 0.867 1.756
C -0.218 2.074 2.124
N -0.467 2.370 3.367
C -3.099 1.088 5.423
C -3.566 0.558 6.621
C -4.925 0.424 6.855
C -5.843 0.804 5.887
C -5.377 1.334 4.691
C -4.010 1.489 4.466
C -6.302 1.684 3.627
N -7.579 1.515 3.562
N -7.967 1.918 2.293
C -6.897 2.307 1.687
O -5.806 2.195 2.478
C -6.719 2.774 0.324
C -7.787 2.785 -0.570
C -7.565 3.186 -1.876
C -6.292 3.564 -2.286
C -5.228 3.559 -1.393
C -3.850 3.970 -1.845
N -2.863 2.869 -1.761
C -2.227 2.357 -0.715
N -1.453 1.351 -1.121
C -1.694 1.290 -2.462
N -2.538 2.189 -2.880
C -5.452 3.174 -0.083
H -1.278 2.197 5.666
H -1.075 0.451 5.732
H -1.872 -0.516 2.970
H 0.353 2.712 1.468
H -2.860 0.255 7.387
H -5.270 0.012 7.794
H -6.908 0.698 6.046
H -3.680 1.937 3.536
H -8.767 2.476 -0.233
H -8.383 3.201 -2.584
H -6.130 3.883 -3.309
H -3.474 4.809 -1.261
H -3.875 4.259 -2.891
H -2.284 2.747 0.288
H -1.225 0.603 -3.142
H -4.651 3.199 0.647
Br 3.288 0.280 -4.109
C 1.823 -0.793 -4.077
C 1.495 -1.578 -5.137
C 0.346 -2.403 -5.100
Br -0.015 -3.399 -6.561
C -0.536 -2.465 -3.934
C -1.669 -3.281 -3.851
C -2.430 -3.259 -2.699
C -2.046 -2.425 -1.657
N -0.964 -1.644 -1.727
C -0.232 -1.672 -2.829
C 0.973 -0.779 -2.832
O 1.233 -0.087 -1.883
H 2.121 -1.572 -6.021
H -1.939 -3.925 -4.678
H -3.311 -3.881 -2.601
H -2.620 -2.379 -0.740
*
```